1.
4 unconnected molecules or ions with the total composition C28H54IN2O10S3. Source: the Open Molecules 2025 dataset; level of theory: ωB97M-V/def2-TZVPD.

The LUMO energy is -2.42 eV. Its HOMO-LUMO gap is 9.701 eV. As for the charge: +1.

Each line ends with the Mulliken charge.
Atoms and positions in Å:
C1 -3.973 1.284 4.168  -0.93
C2 -5.406 1.753 3.846  -0.69
C3 -6.208 0.818 2.916  0.29
C4 -6.999 1.565 1.839  -1.03
C5 -6.167 2.370 0.817  -1.06
C6 -4.776 1.836 0.475  0.05
C7 -4.797 0.624 -0.467  -1.04
C8 -3.384 0.137 -0.808  0.79
C9 -3.153 -0.277 -2.259  -1.34
N1 -1.757 -0.877 -2.209  0.29
C10 -1.465 -1.871 -3.285  -0.95
C11 -1.532 -1.423 -0.800  -0.53
C12 -0.254 -0.912 -0.191  0.30
C13 0.819 -1.784 -0.011  -0.53
C14 1.972 -1.280 0.558  -0.91
C15 1.998 0.056 0.949  -0.59
N2 0.989 0.906 0.793  -0.74
C16 -0.103 0.409 0.219  0.20
C17 -2.873 -1.113 -0.095  -0.16
C18 -2.871 -1.102 1.438  1.53
C19 -3.299 -2.451 1.978  -0.07
O1 -4.376 -2.724 2.377  -0.43
I1 -1.767 -3.986 1.887  0.01
H1 -3.220 1.801 3.567  0.22
H2 -3.861 0.211 3.981  0.15
H3 -3.710 1.447 5.213  0.44
H4 -5.945 1.831 4.794  0.48
H5 -5.379 2.761 3.425  0.28
H6 -5.549 0.074 2.459  -0.29
H7 -6.930 0.253 3.512  0.49
H8 -7.671 0.876 1.320  0.41
H9 -7.653 2.278 2.352  0.36
H10 -6.731 2.453 -0.119  0.38
H11 -6.052 3.394 1.182  0.42
H12 -4.196 1.609 1.374  -0.12
H13 -4.228 2.635 -0.041  0.43
H14 -5.367 -0.200 -0.019  0.17
H15 -5.312 0.915 -1.388  0.52
H16 -2.703 0.985 -0.660  -0.19
H17 -3.848 -1.049 -2.591  0.32
H18 -3.134 0.573 -2.941  0.44
H19 -1.122 -0.099 -2.387  0.62
H20 -2.236 -2.639 -3.262  0.36
H21 -1.450 -1.357 -4.246  0.37
H22 -0.484 -2.308 -3.099  0.38
H23 -1.433 -2.506 -0.884  0.59
H24 0.738 -2.820 -0.320  0.61
H25 2.845 -1.897 0.726  0.65
H26 2.899 0.447 1.409  0.60
H27 -0.923 1.106 0.093  0.26
H28 -3.544 -1.918 -0.432  0.47
H29 -3.628 -0.402 1.790  -1.80
H30 -1.897 -0.824 1.845  0.61
O2 1.694 -2.376 -3.434  -0.65
S1 3.041 -2.102 -3.872  1.10
O3 3.271 -0.948 -4.680  -0.54
O4 3.621 -3.391 -4.566  -0.29
C20 2.855 -4.010 -5.637  -0.30
C21 2.984 -3.264 -6.947  -0.96
C22 4.117 -2.081 -2.483  -0.97
H31 1.818 -4.102 -5.314  0.26
H32 3.276 -5.009 -5.709  0.28
H33 2.508 -2.286 -6.902  0.26
H34 2.507 -3.845 -7.736  0.40
H35 4.032 -3.120 -7.202  0.28
H36 3.920 -2.972 -1.893  0.33
H37 3.891 -1.180 -1.916  0.28
H38 5.148 -2.058 -2.826  0.44
O5 6.845 0.679 -3.095  -0.64
S2 6.709 2.085 -2.847  1.27
O6 5.917 2.508 -1.731  -0.62
O7 6.189 2.790 -4.171  -0.27
C23 5.038 2.182 -4.810  -0.40
C24 3.747 2.493 -4.086  -0.85
C25 8.287 2.851 -2.775  -1.00
H39 5.207 1.107 -4.872  0.34
H40 5.038 2.583 -5.821  0.28
H41 3.744 2.034 -3.098  0.15
H42 2.910 2.086 -4.654  0.34
H43 3.604 3.564 -3.951  0.35
H44 8.866 2.542 -3.640  0.32
H45 8.756 2.511 -1.855  0.38
H46 8.147 3.929 -2.755  0.34
O8 -0.274 1.156 5.689  -0.66
S3 0.995 0.610 5.307  1.24
O9 1.072 -0.780 4.963  -0.62
O10 2.065 0.955 6.417  -0.30
C26 1.726 0.655 7.799  -0.36
C27 1.865 -0.815 8.124  -0.98
C28 1.682 1.547 3.993  -0.58
H47 0.721 1.026 7.997  0.33
H48 2.428 1.256 8.373  0.28
H49 1.121 -1.413 7.601  0.30
H50 1.731 -0.957 9.197  0.39
H51 2.853 -1.178 7.843  0.26
H52 1.644 2.604 4.240  0.41
H53 1.079 1.326 3.119  -0.01
H54 2.707 1.222 3.831  0.28

2.
A molecular structure, C28H55Br2N2O2. Source: the Open Molecules 2025 dataset; level of theory: ωB97M-V/def2-TZVPD.

The LUMO energy is -3.32 eV. Its HOMO-LUMO gap is 8.927 eV. As for the charge: +1.

Each line ends with the Mulliken charge.
Atoms and positions in Å:
C1 -2.996 4.785 2.557  -1.22
C2 -2.147 3.636 3.119  0.38
C3 -0.646 3.830 3.001  -1.03
C4 -0.175 4.255 1.630  -1.11
C5 -0.555 3.283 0.529  0.84
C6 -0.882 3.990 -0.763  -1.03
C7 -0.932 3.064 -1.990  -0.48
C8 -2.269 3.083 -2.729  -1.14
C9 -3.194 1.938 -2.396  -0.92
C10 -3.324 1.702 -0.918  1.09
C11 -4.253 0.572 -0.571  -0.75
C12 -4.458 0.514 0.948  -0.74
C13 -3.930 -0.719 1.652  -1.14
C14 -2.415 -1.006 1.552  0.75
C15 -2.194 -2.522 1.555  -1.53
C16 -2.138 -3.211 0.191  -0.98
C17 -1.166 -2.634 -0.830  0.13
C18 -0.154 -3.695 -1.261  -1.21
C19 0.801 -3.170 -2.340  -1.11
C20 2.261 -3.505 -2.058  -1.67
N1 3.155 -2.302 -1.866  1.03
C21 2.535 -1.479 -0.767  -1.54
O1 2.083 -2.317 0.219  0.01
C22 2.144 -1.726 1.516  -0.79
C23 3.510 -1.848 2.175  0.04
C24 3.407 -2.181 3.646  -1.60
N2 3.032 -1.484 -3.041  -0.94
C25 3.628 -1.835 -4.064  0.80
O2 4.203 -2.134 -5.028  -0.34
C26 4.540 -2.640 -1.397  -0.57
Br1 5.197 -4.297 -2.152  0.10
C27 5.647 -1.534 -1.479  0.10
C28 5.274 -0.076 -1.637  -1.45
Br2 6.908 -1.922 -2.929  -0.05
H1 -2.401 5.584 2.160  0.33
H2 -3.623 4.425 1.763  0.24
H3 -3.606 5.202 3.328  0.38
H4 -2.426 2.740 2.591  -0.54
H5 -2.424 3.494 4.144  0.60
H6 -0.185 2.892 3.257  0.34
H7 -0.359 4.585 3.711  0.40
H8 0.898 4.342 1.665  0.43
H9 -0.556 5.223 1.372  0.47
H10 0.240 2.595 0.362  0.27
H11 -1.426 2.740 0.842  -0.63
H12 -0.137 4.749 -0.923  0.52
H13 -1.846 4.452 -0.679  0.48
H14 -0.746 2.047 -1.672  0.07
H15 -0.155 3.307 -2.687  0.63
H16 -2.052 3.098 -3.779  0.32
H17 -2.736 4.029 -2.514  0.45
H18 -4.152 2.213 -2.799  0.40
H19 -2.872 1.056 -2.930  0.35
H20 -2.350 1.464 -0.540  -0.70
H21 -3.693 2.612 -0.482  0.11
H22 -3.831 -0.365 -0.898  0.16
H23 -5.183 0.745 -1.075  0.58
H24 -4.088 1.432 1.374  0.12
H25 -5.519 0.515 1.117  0.34
H26 -4.125 -0.576 2.697  0.36
H27 -4.417 -1.603 1.287  0.48
H28 -2.027 -0.504 0.688  -0.47
H29 -1.885 -0.588 2.388  0.45
H30 -3.031 -2.929 2.089  0.53
H31 -1.293 -2.780 2.090  0.41
H32 -1.963 -4.263 0.291  0.58
H33 -3.131 -3.132 -0.218  0.43
H34 -1.706 -2.352 -1.716  0.30
H35 -0.611 -1.801 -0.452  -0.01
H36 -0.671 -4.560 -1.623  0.72
H37 0.411 -4.011 -0.403  0.38
H38 0.511 -3.646 -3.252  0.62
H39 0.595 -2.124 -2.476  0.61
H40 2.370 -4.169 -1.233  0.92
H41 2.621 -4.062 -2.894  0.73
H42 1.751 -0.888 -1.181  0.65
H43 3.260 -0.795 -0.369  0.72
H44 1.401 -2.160 2.150  0.50
H45 1.911 -0.679 1.444  0.41
H46 4.116 -2.603 1.704  0.11
H47 4.001 -0.895 2.094  0.29
H48 3.184 -1.325 4.251  0.38
H49 2.719 -2.985 3.817  0.43
H50 4.365 -2.537 3.972  0.43
H51 4.450 -2.914 -0.374  0.25
H52 6.242 -1.636 -0.602  0.50
H53 4.838 0.289 -0.726  0.39
H54 6.182 0.476 -1.745  0.53
H55 4.665 0.159 -2.481  0.34

3.
A molecular structure, C28H55NO6P2Si2Tc. Source: the Open Molecules 2025 dataset; level of theory: ωB97M-V/def2-TZVPD.

As for the multiplicity: 4. The LUMO energy (spin up / spin down) is -6.75 / -6.48 eV. Its HOMO-LUMO gap (spin up / spin down) is 7.348 / 7.533 eV. As for the charge: +2. Its expectation value of S² is 3.8269.

Each line ends with the Mulliken spin population.
Atoms and positions in Å:
Tc1 -0.152 -0.816 0.074  2.85
C1 -4.567 1.431 1.077  0.00
C2 -4.063 1.903 -0.260  0.00
C3 -4.460 3.313 -0.611  0.00
O1 -2.554 1.873 -0.176  0.00
P1 -1.664 1.323 -1.316  -0.09
O2 -1.542 -0.208 -1.336  0.10
C4 -0.043 2.070 -1.011  0.11
P2 0.959 1.938 0.512  -0.05
O3 1.360 0.484 0.733  0.12
O4 0.100 2.428 1.698  0.03
C5 0.037 3.831 2.242  0.00
C6 1.009 3.921 3.392  0.00
C7 -1.404 4.052 2.622  0.00
O5 2.127 2.916 0.291  0.00
C8 3.553 2.694 -0.146  0.00
C9 3.556 2.075 -1.521  0.00
C10 4.283 1.912 0.915  0.00
O6 -2.192 1.857 -2.663  0.00
C11 -2.014 1.159 -3.991  0.00
C12 -3.277 0.382 -4.257  0.00
C13 -1.725 2.248 -4.991  0.00
H1 -5.656 1.492 1.087  0.00
H2 -4.187 2.068 1.878  0.00
H3 -4.288 0.396 1.271  0.00
H4 -4.337 1.204 -1.052  0.00
H5 -4.242 3.994 0.213  0.00
H6 -5.534 3.344 -0.797  0.00
H7 -3.954 3.656 -1.512  0.00
H8 -0.198 3.147 -1.157  0.00
H9 0.609 1.749 -1.834  0.01
H10 0.333 4.483 1.421  0.00
H11 0.747 3.204 4.171  0.00
H12 0.967 4.922 3.824  0.00
H13 2.032 3.740 3.063  0.00
H14 -1.699 3.376 3.426  0.00
H15 -2.064 3.904 1.763  0.00
H16 -1.527 5.074 2.979  0.00
H17 3.905 3.721 -0.181  0.00
H18 3.174 1.052 -1.496  0.00
H19 4.581 2.032 -1.891  0.00
H20 2.977 2.675 -2.224  0.00
H21 3.912 0.889 0.992  0.00
H22 4.210 2.403 1.884  0.00
H23 5.339 1.870 0.643  0.00
H24 -1.157 0.495 -3.861  0.00
H25 -4.135 1.053 -4.291  0.00
H26 -3.441 -0.385 -3.499  0.00
H27 -3.197 -0.112 -5.227  0.00
H28 -2.566 2.937 -5.064  0.00
H29 -1.568 1.798 -5.972  0.00
H30 -0.828 2.808 -4.726  0.00
C14 -1.598 -0.965 1.507  0.03
C15 -1.086 -1.667 2.703  -0.05
C16 -0.464 -0.938 3.719  -0.02
C17 -0.001 -1.571 4.858  0.01
C18 -0.156 -2.950 4.988  -0.02
C19 -0.784 -3.690 3.984  0.01
C20 -1.238 -3.049 2.848  -0.01
C21 0.348 -3.617 6.155  0.00
N1 0.770 -4.156 7.077  -0.01
H31 -1.859 0.082 1.706  -0.03
H32 -2.430 -1.450 0.987  0.01
H33 -0.356 0.137 3.619  -0.01
H34 0.472 -1.009 5.652  0.00
H35 -0.914 -4.756 4.108  0.00
H36 -1.752 -3.623 2.084  0.00
C22 -1.204 -3.098 -2.919  0.00
Si1 0.550 -2.779 -2.355  0.03
C23 1.596 -4.230 -2.900  0.00
C24 1.243 -1.172 -3.074  0.01
C25 0.599 -2.583 -0.434  -0.05
Si2 2.335 -2.912 0.383  0.02
C26 3.652 -2.055 -0.639  0.00
C27 2.432 -2.294 2.143  0.01
C28 2.523 -4.779 0.392  0.00
H37 -1.246 -3.036 -4.010  0.00
H38 -1.952 -2.414 -2.514  0.00
H39 -1.496 -4.117 -2.650  0.00
H40 1.384 -4.413 -3.958  0.00
H41 1.339 -5.144 -2.359  0.00
H42 2.669 -4.062 -2.805  0.00
H43 0.733 -0.910 -4.004  0.00
H44 2.305 -1.284 -3.301  0.00
H45 1.170 -0.298 -2.410  0.00
H46 -0.141 -3.273 0.011  -0.01
H47 3.467 -0.980 -0.724  0.00
H48 3.751 -2.463 -1.646  0.00
H49 4.619 -2.177 -0.144  0.00
H50 2.270 -1.223 2.272  0.00
H51 3.444 -2.514 2.500  0.00
H52 1.739 -2.829 2.795  0.00
H53 2.954 -5.164 -0.532  0.00
H54 1.578 -5.299 0.568  0.00
H55 3.197 -5.054 1.209  0.00

Computed values of strongest force on any atom (unit: hartree/bohr) for the preceding records, in sequence: 0.01248 0.04457 0.01691.
Computed values of E (unit: eV) for the preceding records, in sequence: -93966.994 -177078.696 -80227.235.